Model A:
Below is a 2-piece molecular cluster, C3H10N2S overall, with properties calculated with wB97M-V/def2-TZVPD.

```
! wB97M-V def2-TZVPD RIJCOSX def2/J DEFGRID3
* xyz 0 1
C -3.0607 0.6568 -0.7258
S -1.5695 1.4629 -1.4125
H -3.4031 1.1703 0.1692
H -3.8582 0.6673 -1.4655
H -2.8613 -0.3852 -0.4681
C 1.6606 -0.4202 1.1392
C 1.4551 -0.3545 -0.1765
N 0.2417 -0.8174 -0.7810
N 2.8124 0.0272 1.7919
H 0.9167 -0.9088 1.7575
H 2.1448 0.1583 -0.8300
H 0.3950 -1.3259 -1.6458
H -0.3199 -1.3764 -0.1506
H -0.5509 0.3426 -1.0805
H 3.3827 0.6128 1.2095
H 2.6146 0.4901 2.6690
*
```

## Properties
- frontier orbital gap (eV) = 8.4
- HOMO (eV) = -7.60

=====

Model B:
Below is C3H10N2S in the gas phase, with properties calculated with wB97M-V/def2-TZVPD.

```
! wB97M-V def2-TZVPD RIJCOSX def2/J DEFGRID3
* xyz 0 1
N -0.9536 0.9273 -0.6739
C -0.1438 -0.1903 -0.1246
C 0.8049 -0.7671 -1.1766
S -0.1123 -1.5472 -2.4903
C 0.5587 0.3043 1.1276
N -0.2809 0.1677 2.3378
H -1.9122 1.0440 -0.3813
H -1.1334 -0.7398 -2.7320
H -0.7072 1.1548 -1.6232
H -0.8230 -0.9730 0.2333
H 1.3456 -1.5509 -0.6182
H 1.6785 -0.1914 -1.4793
H 1.4671 -0.2895 1.2143
H 0.9475 1.3213 1.0137
H 0.3352 0.5296 3.0623
H -1.0710 0.8001 2.3104
*
```

## Properties
- frontier orbital gap (eV) = 9.9
- HOMO (eV) = -9.00

=====

Which structure loses on stability? model A does.

=====

Model A:
Below is C3H10N2S in the gas phase, with properties calculated with wB97M-V/def2-TZVPD.

```
! wB97M-V def2-TZVPD RIJCOSX def2/J DEFGRID3
* xyz 0 1
N 0.8789 -1.3448 0.2636
C -0.0836 -0.3068 -0.1529
C 0.5799 0.5666 -1.2409
S 0.9468 -0.3349 -2.7991
C -0.5538 0.5468 1.0306
N -0.8198 -0.2369 2.2512
H 1.3557 -1.6659 -0.4969
H 1.5235 -0.8647 0.8861
H -0.9677 -0.6801 -0.6761
H 1.4344 1.1114 -0.7998
H -0.1689 1.3717 -1.4475
H -0.0687 0.1392 -3.5420
H 0.2253 1.3065 1.0985
H -1.4452 1.0728 0.7382
H -1.4270 -0.9903 1.9758
H -1.4098 0.3093 2.9112
*
```

## Properties
- frontier orbital gap (eV) = 9.9
- HOMO (eV) = -9.07

=====

Model B:
Below is C3H10N2S in the gas phase, with properties calculated with wB97M-V/def2-TZVPD.

```
! wB97M-V def2-TZVPD RIJCOSX def2/J DEFGRID3
* xyz 0 1
C 0.2058 0.6066 0.3944
C 0.1330 2.0228 -0.1473
S 0.0350 3.2631 1.1788
N 0.0625 -0.3564 -0.6808
C 0.2198 -1.7454 -0.2814
N -0.9232 -2.5782 -0.6114
H 1.1500 0.5054 0.9449
H -0.6041 0.4450 1.1034
H -0.7793 2.1413 -0.7294
H 1.0155 2.2233 -0.7507
H 0.3253 2.4671 2.2112
H 0.6650 -0.1224 -1.4593
H 1.1076 -2.1760 -0.7534
H 0.3566 -1.7822 0.8013
H -1.5403 -2.7308 0.1692
H -1.4295 -2.1832 -1.3893
*
```

## Properties
- frontier orbital gap (eV) = 10.0
- HOMO (eV) = -9.00

=====

Which structure loses on stability? model A does.

=====

Model A:
Below is C3H10N2S as an isolated structure, with properties calculated with wB97M-V/def2-TZVPD.

```
! wB97M-V def2-TZVPD RIJCOSX def2/J DEFGRID3
* xyz 0 1
C 1.6476 -1.0789 -0.6847
C 2.1726 -0.1559 0.3966
S 1.0575 1.2140 0.8574
H 1.5006 -0.4704 -1.5806
H 0.6874 -1.5295 -0.4289
H 2.3262 -1.8968 -0.9347
H 3.0685 0.3378 0.0196
H 2.3967 -0.6964 1.3159
N -1.4303 -0.3122 0.7917
C -2.3144 0.2943 0.0728
N -2.0611 1.5072 -0.4025
H -0.3880 0.3282 0.9196
H -1.5385 -1.3093 0.9016
H -3.2543 -0.1911 -0.1749
H -2.7590 2.1106 -0.7762
H -1.1116 1.8485 -0.2925
*
```

## Properties
- frontier orbital gap (eV) = 7.7
- HOMO (eV) = -7.26

=====

Model B:
Below is C3H10N2S in the gas phase, with properties calculated with wB97M-V/def2-TZVPD.

```
! wB97M-V def2-TZVPD RIJCOSX def2/J DEFGRID3
* xyz 0 1
N -0.6338 -1.2120 0.6732
C 0.2334 -0.0888 0.3430
C 1.1909 -0.4840 -0.7783
S 1.8945 -2.1395 -0.5459
C -0.4992 1.1935 -0.0596
N -1.5285 1.5234 0.9181
H -1.2883 -1.5817 0.0025
H 2.9836 -1.8954 -1.2430
H -1.0205 -1.1629 1.6010
H 0.8401 0.0494 1.2462
H 2.0138 0.2343 -0.8066
H 0.7050 -0.3782 -1.7425
H 0.2584 1.9778 -0.0896
H -0.8673 1.0312 -1.0808
H -2.1241 0.7038 1.0153
H -2.1579 2.2290 0.5470
*
```

## Properties
- frontier orbital gap (eV) = 9.8
- HOMO (eV) = -8.84

=====

Model C:
Below is a 2-piece molecular cluster, C3H10N2S overall, with properties calculated with wB97M-V/def2-TZVPD.

```
! wB97M-V def2-TZVPD RIJCOSX def2/J DEFGRID3
* xyz 0 1
C 0.6317 1.0937 -1.0890
C 1.3092 0.8783 0.3204
S 2.6744 -0.3390 0.0742
H 1.4377 1.2472 -1.8060
H 0.0679 2.0295 -1.0057
H -0.0377 0.2374 -1.2832
H 0.5766 0.4986 1.0062
H 1.8333 1.8113 0.5553
N -1.7745 -0.0077 1.0185
C -2.9266 -0.3305 0.3232
N -2.7878 -0.9981 -0.7604
H -0.9633 -0.4897 0.6969
H -1.9115 0.5251 1.8530
H -3.8757 -0.2561 0.8384
H -3.6951 -1.3964 -0.9949
H 1.8661 -1.3669 -0.1160
*
```

## Properties
- frontier orbital gap (eV) = 9.7
- HOMO (eV) = -8.91

=====

Which structure loses on stability? model C does.

=====

Model A:
Below is C3H10N2S in the gas phase, with properties calculated with wB97M-V/def2-TZVPD.

```
! wB97M-V def2-TZVPD RIJCOSX def2/J DEFGRID3
* xyz 0 1
C -1.0268 -0.9491 -1.5344
C -0.6654 -0.7123 1.8312
C 1.9976 1.4396 -0.3194
N -1.1312 0.0385 -0.4507
N -0.0825 -0.0547 0.6547
S 0.6434 1.4790 0.9329
H -2.0043 -0.8606 -2.0124
H -0.2259 -0.9809 -2.1923
H -0.8662 -1.9407 -1.0341
H -1.0819 -1.6799 1.5072
H -0.0961 -0.8817 2.7157
H -1.4451 -0.0885 2.3079
H 2.6394 2.2438 -0.0309
H 1.6058 1.4929 -1.3264
H 2.6366 0.5278 -0.1147
H -0.8972 0.9266 -0.9343
*
```

## Properties
- frontier orbital gap (eV) = 9.0
- HOMO (eV) = -7.98

=====

Model B:
Below is a 2-piece molecular cluster, C3H10N2S overall, with properties calculated with wB97M-V/def2-TZVPD.

```
! wB97M-V def2-TZVPD RIJCOSX def2/J DEFGRID3
* xyz 0 1
C 1.5579 0.7617 -1.3412
S 1.8213 -0.6690 -2.3820
C 0.1782 -0.7500 -3.1344
H 1.2031 1.5986 -1.9538
H 2.4855 1.0783 -0.8938
H 0.7984 0.6545 -0.5672
H 0.0943 0.0081 -3.9153
H -0.0035 -1.7207 -3.5853
H -0.5691 -0.5830 -2.3633
N -1.9597 -0.5517 3.0802
C -0.7010 -0.1052 2.8693
N -0.4717 1.1216 2.6373
H -2.2367 -1.5144 3.1443
H -2.7327 0.0541 2.8517
H 0.0764 -0.8542 2.7304
H 0.4592 1.4713 2.8233
*
```

## Properties
- frontier orbital gap (eV) = 9.3
- HOMO (eV) = -8.42

=====

Model C:
Below is C3H10N2S as an isolated structure, with properties calculated with wB97M-V/def2-TZVPD.

```
! wB97M-V def2-TZVPD RIJCOSX def2/J DEFGRID3
* xyz 0 1
C -0.3937 1.4181 -1.3418
C -0.4605 2.1443 0.0019
S -0.5176 1.0464 1.4463
H -1.1218 0.6134 -1.3970
H 0.6208 1.0915 -1.5668
H -0.6198 2.1317 -2.1413
H -1.3422 2.7872 0.0640
H 0.3421 2.8849 0.0784
N 1.3113 -1.0291 0.5451
C 0.6848 -2.1337 0.3798
N -0.4653 -2.3750 1.0266
H 0.6455 -0.1104 1.0293
H 2.1796 -0.8467 0.0730
H 1.1360 -2.9297 -0.2062
H -1.0152 -3.1509 0.6990
H -0.9841 -1.5419 1.3096
*
```

## Properties
- frontier orbital gap (eV) = 7.7
- HOMO (eV) = -7.28

=====

Which structure loses on stability? model A does.

=====

Model A:
Below is a 3-piece molecular cluster, C3H13N4 overall, with properties calculated with wB97M-V/def2-TZVPD.

```
! wB97M-V def2-TZVPD RIJCOSX def2/J DEFGRID3
* xyz 1 1
C 0.9802 -0.6186 -2.7751
C -1.3207 -1.5755 -0.9763
C 0.3025 0.1076 -0.5896
N 0.9340 1.0278 0.0489
N 1.2527 1.1175 2.8684
N -0.8243 -0.4572 -0.2150
N -1.4224 -0.0341 1.0120
H -0.0341 -0.3564 -3.1099
H 1.2111 -1.5766 -2.4020
H 1.7240 0.1021 -3.0014
H -1.2385 -1.2539 -1.9924
H -0.7866 -2.6478 -0.8412
H -2.3921 -1.8742 -0.6990
H 1.7463 1.4733 -0.3521
H 0.8871 1.0770 1.1009
H 1.3956 1.9952 3.4523
H 1.9612 0.5371 3.2473
H -2.3397 0.3112 0.7935
H -1.2469 -0.6212 1.8426
H 0.4345 0.5654 3.3980
*
```

## Properties
- frontier orbital gap (eV) = 9.3
- HOMO (eV) = -13.58

=====

Model B:
Below is a 2-piece molecular cluster, C3H13N4 overall, with properties calculated with wB97M-V/def2-TZVPD.

```
! wB97M-V def2-TZVPD RIJCOSX def2/J DEFGRID3
* xyz 1 1
N 0.2865 -0.9985 -2.3617
C -0.4403 -1.2195 -1.2088
N -0.4876 -2.5043 -0.7827
N -1.0436 -0.2644 -0.5435
H 0.6330 -0.0555 -2.4368
H 0.9690 -1.6963 -2.6235
H 0.2841 -3.1140 -1.0154
H -0.8552 -2.6413 0.1448
H -1.4716 0.3812 -1.2064
C -0.4489 2.4147 1.3601
N 0.5790 1.4036 0.9865
C 1.2333 0.7356 2.1437
H -0.8051 2.8901 0.4508
H -1.2676 1.9065 1.8596
H 0.0171 3.1479 2.0134
H 1.2779 1.8293 0.3825
H 0.0968 0.6629 0.3997
H 1.6112 1.4845 2.8339
H 2.0424 0.1135 1.7696
H 0.4938 0.1066 2.6313
*
```

## Properties
- frontier orbital gap (eV) = 9.9
- HOMO (eV) = -12.93

=====

Which structure loses on stability? model A does.

=====

Model A:
Below is a 2-piece molecular cluster, C3H13N4 overall, with properties calculated with wB97M-V/def2-TZVPD.

```
! wB97M-V def2-TZVPD RIJCOSX def2/J DEFGRID3
* xyz 1 1
C -2.6099 -0.0556 0.1873
C 3.1139 -0.7539 -0.1686
C -1.1868 -0.1599 -0.2907
N -2.9243 1.2487 0.7083
N 2.6275 0.4304 0.4449
N -0.3231 0.8428 0.1402
N -0.6087 -0.9962 -1.1087
H -2.7083 -0.7664 0.9752
H -3.2347 -0.5524 -0.5686
H 2.2518 -1.4749 -0.1599
H 3.8619 -1.4203 0.3271
H -3.8505 1.2341 1.0314
H -0.5765 1.6445 0.7224
H 2.4582 0.1871 1.3544
H 0.3816 -1.0827 -1.1850
H 3.2600 1.2609 0.3385
H 0.6261 0.6678 -0.0555
H 3.4899 -0.4619 -1.1391
H -1.1281 -1.7209 -1.5275
H -2.9198 1.9287 -0.0263
*
```

## Properties
- frontier orbital gap (eV) = 9.9
- HOMO (eV) = -13.15

=====

Model B:
Below is a 2-piece molecular cluster, C3H13N4 overall, with properties calculated with wB97M-V/def2-TZVPD.

```
! wB97M-V def2-TZVPD RIJCOSX def2/J DEFGRID3
* xyz 1 1
C 1.8424 -0.0900 1.9067
C 0.4188 -0.2204 1.2834
C 0.3814 -0.0751 -0.2565
N -0.7754 0.0815 -0.8396
N 1.4325 -0.1063 -2.2555
N 1.5386 -0.3093 -0.9011
N -3.3135 0.4158 -0.1395
H 2.4405 -0.9822 1.6540
H 2.4516 0.7217 1.5952
H 1.8466 -0.3384 2.9455
H -0.2251 0.6883 1.5485
H -0.0918 -1.1878 1.4744
H -0.9575 0.0459 -1.7993
H -1.6152 0.1513 -0.2610
H 1.9186 -0.9332 -2.6919
H 1.7207 0.7892 -2.5591
H 2.3684 0.0099 -0.3755
H -3.8856 -0.4190 -0.0887
H -3.6517 0.9222 0.6663
H -3.8443 0.8359 -0.9062
*
```

## Properties
- frontier orbital gap (eV) = 11.9
- HOMO (eV) = -14.66

=====

Which structure loses on stability? model B does.